Density functional theory data (wB97M-V/def2-TZVPD) for C30H54BCl2GeN9O2SV as an isolated structure.

The geometry in ORCA input format:
```
! wB97M-V def2-TZVPD RIJCOSX def2/J DEFGRID3
* xyz 3 3
V -0.96527 1.20420 -0.50125
C -0.46969 -0.64735 -3.59274
C 0.02051 0.75058 -3.41251
C 0.64223 1.52116 -4.36615
C 0.82907 2.76947 -3.77796
N 0.35623 2.73802 -2.54337
N -0.15028 1.48676 -2.27189
B 0.18890 3.89705 -1.49455
N -1.34429 4.01608 -1.26182
C -2.23163 4.95257 -1.60848
C -3.50531 4.46438 -1.40576
C -3.33386 3.16101 -0.96003
C -4.40981 2.16356 -0.69659
N -2.01499 2.89061 -0.86744
N 0.84206 3.41092 -0.16732
C 1.84528 3.98222 0.49615
C 2.12202 3.21768 1.61512
C 1.22623 2.16137 1.56963
C 1.14281 1.05367 2.56822
N 0.44335 2.28002 0.47283
N 0.85958 5.14910 -1.92357
C 0.67445 6.44854 -1.54215
C 1.77064 7.16147 -1.92574
C 2.63469 6.21435 -2.52757
C 3.98597 6.45093 -3.11636
N 2.09746 5.00924 -2.50579
H -0.02440 -1.06726 -4.49213
H -0.22751 -1.29849 -2.75275
H -1.55278 -0.65879 -3.71916
H 0.91088 1.22978 -5.36685
H 1.28604 3.66498 -4.16332
H -1.91705 5.90242 -2.00272
H -4.43533 4.97526 -1.58572
H -5.22012 2.62280 -0.13101
H -4.83436 1.84092 -1.64791
H -4.04679 1.28681 -0.16558
H 2.30199 4.88870 0.13248
H 2.86996 3.40623 2.36578
H 2.11514 0.56633 2.65451
H 0.90169 1.45417 3.55415
H 0.40148 0.30114 2.30613
H -0.19816 6.77450 -1.00348
H 1.93880 8.21715 -1.80000
H 3.97914 7.33068 -3.75803
H 4.72342 6.62590 -2.33212
H 4.30325 5.59092 -3.70166
Cl 2.88838 0.88487 -1.12180
C 2.33104 -0.74140 -1.18058
Cl 0.74009 -1.00559 -0.23112
H 3.03901 -1.40137 -0.69406
H 2.08899 -1.04652 -2.19258
C 4.64942 -6.40582 0.05441
C 4.77882 -5.45283 1.23504
C 3.43157 -4.90034 1.71203
C 2.71942 -4.09900 0.58788
Ge 1.42834 -3.03193 1.51358
C -0.38480 -3.58133 1.81701
C -0.33361 -4.78523 2.77893
C 0.44365 -4.48746 4.05768
C 0.40245 -5.64082 5.04995
H 5.61093 -6.86059 -0.17604
H 4.31090 -5.89932 -0.85183
H 3.94891 -7.21392 0.27421
H 5.43358 -4.61491 0.98012
H 5.24546 -5.96448 2.07787
H 3.60302 -4.27698 2.59800
H 2.78667 -5.72686 2.02253
H 2.23818 -4.74877 -0.14110
H 3.44080 -3.46703 0.06624
H 2.03588 -1.97837 2.43668
H -0.85002 -3.85012 0.86733
H -0.92853 -2.73743 2.24778
H 0.12028 -5.64187 2.27192
H -1.35735 -5.08157 3.01493
H 0.05491 -3.57423 4.52093
H 1.49923 -4.27851 3.80893
H -0.62491 -5.85057 5.34923
H 0.97247 -5.41215 5.94815
H 0.81538 -6.55080 4.61309
C -2.36374 0.37753 3.79943
S -1.88719 1.60714 2.61419
C -3.38947 2.54925 2.55720
O -1.83219 0.79715 1.28839
H -2.57186 0.88546 4.74125
H -1.52442 -0.30137 3.93361
H -3.24660 -0.14611 3.43482
H -3.51884 2.98476 3.54906
H -4.22631 1.90155 2.30329
H -3.25965 3.34647 1.82871
C -3.79723 -3.54245 -1.75342
N -3.63084 -2.08967 -1.75126
C -4.69996 -1.31376 -2.37362
C -2.56336 -1.53047 -1.23312
O -2.34691 -0.30005 -1.17952
H -3.98937 -3.88404 -2.76904
H -4.63921 -3.82246 -1.12188
H -2.89173 -4.02133 -1.38754
H -4.80687 -1.62194 -3.41299
H -4.45459 -0.26067 -2.32627
H -5.63753 -1.50323 -1.85226
H -1.83233 -2.25024 -0.84793
*
```

expectation value of S² = 2.011
HOMO-LUMO gap (spin up / spin down) = 0.2404 / 0.2574 Eh
LUMO (spin up / spin down) = -8.74 / -8.28 eV
relative energy (zero: lowest compared OMol25 entry of this formula, charge and spin) = 0.0 kcal per mole

***

Density functional theory data (wB97M-V/def2-TZVPD) for C16H18N4O as an isolated structure.

The geometry in ORCA input format:
```
! wB97M-V def2-TZVPD RIJCOSX def2/J DEFGRID3
* xyz 0 1
C 4.76409 0.50054 1.14687
C 3.73039 1.16470 0.37736
C 3.69640 2.28108 -0.55858
C 2.23148 2.37465 -0.85800
C 1.49567 1.32163 -0.23463
C -0.00527 1.24387 0.07593
N -0.85159 2.13877 -0.36820
C -2.00794 1.96921 -0.33357
N -3.15753 2.61046 -0.60361
C -4.19076 2.06533 -0.05311
C -4.37269 1.15933 0.78524
C -3.26872 0.38360 0.96316
N -1.97488 0.57078 0.46001
C -0.67199 0.44558 0.73357
N -0.30629 -0.78903 1.27119
H -0.98292 -0.96471 2.31621
C -0.04012 -2.20053 0.74846
C -1.33531 -2.64138 0.01978
H -2.13347 -2.30125 0.39760
H -1.20754 -3.61969 -0.05176
C -1.30308 -1.92144 -1.52835
H -1.77403 -2.48207 -2.05117
H -1.86943 -0.89647 -1.38820
C 0.15912 -1.52136 -1.51927
H 0.61433 -1.95844 -2.78403
H 0.41582 -0.48807 -1.92669
C 0.98810 -2.12246 -0.40992
H 1.78102 -1.05380 -0.18241
H 1.37113 -2.95058 -0.40599
H 0.28012 -2.77331 1.54889
H -3.13139 -0.49168 1.63117
H -5.29446 0.59067 1.01446
H -5.08985 2.70105 -0.29099
O 2.30293 0.62384 0.63549
H 1.71819 3.05904 -1.49622
H 4.41925 2.92033 -0.89752
H 4.58696 0.50624 1.96828
H 5.63758 1.03790 1.09673
H 4.77666 -0.49231 0.75185
*
```

HOMO-LUMO gap = 0.2860 Eh
LUMO = 0.05 eV
relative energy (zero: lowest compared OMol25 entry of this formula, charge and spin) = 371.0 kcal per mole

***

Density functional theory data (wB97M-V/def2-TZVPD) for C17H24N4O6W as an isolated structure.

The geometry in ORCA input format:
```
! wB97M-V def2-TZVPD RIJCOSX def2/J DEFGRID3
* xyz 2 3
W 0.27594 0.18862 -0.15832
O -0.31646 -0.44638 2.22718
C -0.74486 0.61632 1.74458
O 0.13244 1.47482 1.28298
C -2.19876 1.02862 1.57678
C -2.15686 2.50152 1.10738
C -3.55896 3.10222 1.10998
C -4.17286 2.44472 -0.13532
C -3.00906 1.58182 -0.62282
O -1.81626 2.31002 -0.27872
C -2.82946 0.34982 0.29448
C -1.76536 -0.52168 -0.33872
O -1.32916 -1.57578 0.16768
O -1.19296 -0.06318 -1.41982
H -2.77356 0.83182 2.47908
H -1.39996 3.10842 1.60208
H -3.51316 4.18352 1.01098
H -4.07976 2.85772 2.03198
H -4.44966 3.17732 -0.88982
H -5.04876 1.84242 0.08728
H -3.02216 1.35852 -1.68962
H -3.73656 -0.21448 0.51038
N 2.30034 0.10162 0.93878
C 2.99684 1.40542 1.15188
C 3.23844 2.15312 -0.15652
C 1.97874 2.76232 -0.76902
N 1.16314 1.73542 -1.47902
H 2.06604 -0.24528 1.88328
H 3.00074 -0.54718 0.55918
H 3.95934 1.22312 1.63968
H 2.37724 2.01472 1.81788
H 3.73774 1.50722 -0.88392
H 3.92144 2.97302 0.06718
H 2.26404 3.55772 -1.46662
H 1.35374 3.20142 0.01618
H 1.72754 1.41012 -2.27752
H 0.36024 2.23502 -1.89152
N 0.77354 -5.23668 1.41618
C 1.67574 -4.99908 0.45748
O 2.75554 -5.51578 0.34818
C 1.27654 -3.90528 -0.52902
C 1.03734 -4.19558 -1.87342
C 0.82904 -3.13798 -2.74872
C 0.87844 -1.83978 -2.27722
N 1.09254 -1.54058 -0.97122
C 1.29404 -2.58448 -0.12662
H 0.95754 -5.97188 2.08298
H -0.13856 -4.81588 1.41248
H 1.00924 -5.21818 -2.21542
H 0.64704 -3.31818 -3.79652
H 0.73844 -0.99628 -2.95482
H 1.43434 -2.34888 0.92598
*
```

expectation value of S² = 2.015
HOMO-LUMO gap (spin up / spin down) = 0.2747 / 0.2353 Eh
LUMO (spin up / spin down) = -7.85 / -8.96 eV
relative energy (zero: lowest compared OMol25 entry of this formula, charge and spin) = 57.6 kcal per mole